1.
Below is 2 unconnected molecules or ions with the total composition C3H7NO, with properties calculated with ωB97M-V/def2-TZVPD.

```
! RIJCOSX wB97M-V def2-TZVPD def2/J DEFGRID3
* xyz 0 1
C 1.9196 -1.1365 -0.7403
C 0.1403 1.4965 0.9414
N -1.0336 0.9180 0.7106
C -1.3502 -0.3992 1.1657
O -0.6142 -1.1029 1.7877
H 2.5892 -0.7041 -1.4884
H 1.0074 -1.4868 -1.2320
H 2.4138 -1.9842 -0.2602
H 0.0579 2.4903 0.4554
H 1.6689 -0.3876 0.0174
H -1.8029 1.3429 0.1896
H -2.3744 -0.6886 0.8661
*
```

Computed properties:
ΔE to the lowest compared entry with this formula, charge and spin	337.9	kJ/mol
gap between HOMO and LUMO	9.0329	eV
lowest unoccupied orbital energy	-0.1	eV
E_HOMO	-9.12	eV



2.
Below is a molecular structure, C18H13F3MnN4OS, with properties calculated with ωB97M-V/def2-TZVPD.

```
! RIJCOSX wB97M-V def2-TZVPD def2/J DEFGRID3
* xyz 1 5
Mn -0.1154 0.0347 -1.0650
O -0.9525 2.9532 0.2224
C -1.0077 2.1349 -0.6781
N -0.0429 1.8276 -1.5871
C 1.2265 2.5221 -1.5346
C 2.3092 1.5014 -1.3361
C 3.6520 1.8348 -1.2871
C 4.5949 0.8322 -1.1570
C 4.1638 -0.4869 -1.0912
C 2.8133 -0.7496 -1.1292
N 1.8868 0.2212 -1.2395
C -2.2383 1.2849 -0.9283
C -3.5193 1.7107 -0.6443
C -4.5743 0.8864 -1.0071
C -4.3098 -0.3416 -1.6011
C -2.9983 -0.7229 -1.8056
N -1.9872 0.0882 -1.4906
H 1.2286 3.2682 -0.7356
H 1.3958 3.0389 -2.4820
H 3.9432 2.8741 -1.3544
H 5.6490 1.0706 -1.1129
H 4.8634 -1.3055 -1.0084
H 2.4468 -1.7634 -1.0660
H -3.6703 2.6696 -0.1688
H -5.5950 1.1986 -0.8320
H -5.1074 -1.0104 -1.8895
H -2.7372 -1.6863 -2.2208
F -0.0370 -4.2525 3.3917
C -0.0541 -3.7395 2.1542
F 1.0395 -4.1919 1.5134
F -1.1331 -4.2348 1.5248
C -0.0827 -2.2318 2.1967
C -0.0709 -1.5672 3.4090
C -0.1059 -0.1782 3.4344
C -0.1506 0.5004 2.2372
N -0.1488 -0.1352 1.0620
C -0.1173 -1.4815 1.0099
S -0.1179 -2.1839 -0.5900
H -0.0368 -2.1343 4.3291
H -0.1010 0.3632 4.3686
H -0.2012 1.5813 2.1886
*
```

Computed properties:
ΔE to the lowest compared entry with this formula, charge and spin	76.6	kJ/mol
gap between HOMO and LUMO (spin up / spin down)	7.7937 / 7.8434	eV
lowest unoccupied orbital energy (spin up / spin down)	-4.0 / -4.1	eV
E_HOMO (spin up / spin down)	-11.80 / -11.90	eV



3.
Below is C3H7NO in the gas phase, with properties calculated with ωB97M-V/def2-TZVPD.

```
! RIJCOSX wB97M-V def2-TZVPD def2/J DEFGRID3
* xyz 0 1
C -1.8672 -0.2858 -0.3124
N -0.5559 0.1667 0.1009
C 0.6513 -0.1323 -0.4698
C 1.8025 0.3195 0.4333
O 0.7948 -0.6402 -1.5671
H -1.7833 -0.9365 -1.1827
H -2.5397 0.5473 -0.5522
H -2.3162 -0.8481 0.5127
H -0.4823 0.4575 1.0583
H 2.2507 1.2190 0.0053
H 2.5837 -0.4382 0.5300
H 1.4616 0.5710 1.4438
*
```

Computed properties:
ΔE to the lowest compared entry with this formula, charge and spin	33.3	kJ/mol
gap between HOMO and LUMO	10.5612	eV
lowest unoccupied orbital energy	0.9	eV
SMILES	CNC(C)=O
E_HOMO	-9.71	eV



4.
Below is 15 unconnected molecules or ions with the total composition C5H43N2O14, with properties calculated with ωB97M-V/def2-TZVPD.

```
! RIJCOSX wB97M-V def2-TZVPD def2/J DEFGRID3
* xyz 1 1
N -1.4883 1.1170 1.1389
C -0.5569 -0.0009 1.1373
C -0.5392 -0.6576 2.4896
C 1.0197 0.2056 0.7586
N 1.0015 0.2434 -0.7301
C 2.3436 0.9000 -1.0569
C 0.9204 -1.1280 -1.2811
H -1.9982 1.2794 0.2294
H -2.3725 0.7744 1.6753
H -1.0801 1.8860 1.6255
H -0.8879 -0.7825 0.3528
H 0.2454 -1.4396 2.4842
H -0.0069 0.0638 3.2144
H -1.4368 -1.1648 2.9683
H 1.3279 1.2355 0.9600
H 1.7426 -0.4507 1.2584
H 2.4442 0.8048 -2.1616
H 2.1465 1.9309 -0.8305
H 3.2652 0.4379 -0.6841
H 0.3656 -1.1028 -2.2118
H 0.1720 -1.7403 -0.6470
H 1.8997 -1.5352 -1.5163
H -1.9894 -2.5656 1.4872
H -1.4362 -3.8228 1.3463
O -1.0715 -2.9817 1.1391
H 0.1629 3.7018 2.9697
H -1.1235 4.4508 2.3756
O -0.7372 3.5950 2.5346
H -0.1385 4.9333 -1.6653
H -1.5935 5.4777 -1.4443
O -1.1010 4.7810 -1.8693
H -5.7103 -0.5734 -2.3487
H -5.2373 0.8771 -2.6339
O -5.8331 0.3921 -2.0462
H 4.1392 -0.1809 -2.8372
H 5.5636 0.0981 -2.3360
O 4.6501 0.1526 -2.0734
H -2.7271 1.3019 -2.3281
H -2.5701 0.5522 -3.5336
O -3.2467 0.7793 -2.9443
H 4.0206 2.0730 -0.0334
H 4.4828 3.1748 0.8095
O 3.7943 2.6012 0.7520
H -3.9182 -0.9162 0.8567
H -5.0011 0.0792 0.2237
O -4.1448 -0.0113 0.7684
H -0.1644 2.0081 -2.0652
H -1.1765 3.2479 -2.2014
O -1.0119 2.2777 -2.3567
H 0.3614 -3.9148 -2.6570
H -0.7268 -4.2612 -1.5695
O 0.1706 -4.2756 -1.7686
H -3.5914 -2.8458 2.7369
H -4.6627 -3.5159 1.9684
O -3.8211 -3.1178 1.8408
H 5.2707 -2.4396 -0.6382
H 4.1043 -3.4691 -0.8731
O 4.7878 -2.9008 -1.3612
H 1.5125 -4.1847 0.4811
H 1.2741 -5.0077 1.6635
O 1.7811 -4.2351 1.3707
H 2.8864 2.9312 2.3453
H 2.8009 2.0492 3.5925
O 2.4434 2.8082 3.1490
*
```

Computed properties:
ΔE to the lowest compared entry with this formula, charge and spin	355.0	kJ/mol
gap between HOMO and LUMO	9.3953	eV
lowest unoccupied orbital energy	-2.4	eV
E_HOMO	-11.81	eV



5.
Below is 3 unconnected molecules or ions with the total composition C30H70BrNO7P, with properties calculated with ωB97M-V/def2-TZVPD.

```
! RIJCOSX wB97M-V def2-TZVPD def2/J DEFGRID3
* xyz -1 1
C -2.1292 -2.4239 8.5591
C -3.1943 -3.3150 7.8943
C -3.6868 -2.8244 6.5151
C -3.8293 -3.9405 5.4734
P -2.2731 -4.8413 4.7260
C -2.5727 -4.0529 2.9847
C -2.7616 -2.5370 2.8845
C -1.5669 -1.7217 2.3907
C -1.0584 -2.1191 1.0234
C 0.3150 -1.5364 0.7002
C 1.0376 -2.2829 -0.4221
C 2.1374 -3.2240 0.0556
C 3.1827 -2.5319 0.9046
O 4.4392 -3.1978 0.8864
C 4.4332 -4.4208 1.5869
C -1.0045 -3.4546 5.2636
C 0.4736 -3.7235 5.0100
C 0.9923 -4.8937 5.8388
Br 0.9865 -3.9485 3.1299
N -3.2934 -6.2879 4.2220
C -3.0793 -7.5082 4.9605
C -3.2121 -8.7792 4.0888
H -2.3579 -2.2354 9.6066
H -1.1544 -2.9047 8.5315
H -2.0391 -1.4652 8.0546
H -4.0465 -3.4040 8.5640
H -2.7776 -4.3081 7.7515
H -4.6851 -2.3973 6.6677
H -3.0806 -1.9872 6.1761
H -4.4987 -3.5825 4.6880
H -4.3862 -4.7399 5.9717
H -1.1353 -5.6234 4.2356
H -2.0779 -5.4532 6.0654
H -3.4930 -4.5169 2.6332
H -1.8094 -4.3994 2.2893
H -3.5810 -2.3197 2.1896
H -3.0625 -2.0986 3.8349
H -0.7639 -1.7545 3.1262
H -1.8986 -0.6793 2.3414
H -0.9866 -3.2026 0.9378
H -1.7731 -1.7699 0.2742
H 0.8929 -1.5565 1.6238
H 0.2248 -0.4824 0.4338
H 0.3185 -2.8468 -1.0161
H 1.4963 -1.5652 -1.1073
H 2.6607 -3.6216 -0.8163
H 1.7066 -4.0791 0.5771
H 2.8622 -2.4282 1.9432
H 3.3781 -1.5358 0.5124
H 5.3157 -4.4723 2.2218
H 4.4593 -5.2636 0.8952
H 3.5551 -4.5253 2.2245
H -1.0305 -3.4614 6.3559
H -1.2608 -2.4375 4.9737
H 1.0307 -2.8407 5.3167
H 1.1016 -4.5401 6.8637
H 0.2797 -5.7116 5.8430
H 1.9534 -5.2402 5.4713
H -4.2800 -6.0750 4.1613
H -3.7962 -7.6001 5.7862
H -2.0709 -7.4741 5.3664
H -3.8419 -9.5381 4.5514
H -2.2358 -9.2373 3.9283
H -3.6021 -8.5068 3.1135
C 3.8180 3.1325 -4.9541
O 2.4798 2.7467 -4.7550
C 1.6528 3.1263 -5.8388
C 0.2842 2.4982 -5.7105
O 0.2256 1.1585 -6.1687
C 0.7043 0.1729 -5.2626
C -0.2818 -0.1851 -4.1756
O -0.2363 0.7691 -3.1332
C -1.2572 0.5504 -2.1844
H 3.9037 4.2187 -5.0876
H 4.3793 2.8398 -4.0694
H 4.2482 2.6327 -5.8305
H 2.1094 2.8163 -6.7879
H 1.5511 4.2224 -5.8405
H -0.3968 3.0538 -6.3594
H -0.0751 2.5802 -4.6819
H 1.6581 0.4734 -4.8238
H 0.8715 -0.7174 -5.8714
H -0.0300 -1.1767 -3.7726
H -1.2924 -0.2289 -4.6031
H -2.2498 0.6766 -2.6334
H -1.1330 1.2828 -1.3896
H -1.1817 -0.4540 -1.7518
C 0.2091 6.7013 -4.1123
O 0.6512 7.9190 -4.6686
C 1.6554 8.5236 -3.8763
C 2.2803 9.6862 -4.6116
O 3.2723 9.2983 -5.5502
C 2.7975 8.8190 -6.7976
C 2.3922 9.9148 -7.7562
O 1.0849 10.3737 -7.4676
C 0.7501 11.5111 -8.2246
H -0.1918 6.8459 -3.1024
H -0.5799 6.3131 -4.7531
H 1.0265 5.9712 -4.0721
H 2.4357 7.7911 -3.6325
H 1.2104 8.8846 -2.9377
H 2.8059 10.3012 -3.8786
H 1.5071 10.2968 -5.0835
H 1.9775 8.1099 -6.6625
H 3.6424 8.2870 -7.2392
H 2.4202 9.5236 -8.7839
H 3.1077 10.7439 -7.6787
H 1.4114 12.3538 -7.9891
H -0.2729 11.7838 -7.9744
H 0.8091 11.3048 -9.3005
*
```

Computed properties:
gap between HOMO and LUMO	5.5017	eV
lowest unoccupied orbital energy	1.8	eV
E_HOMO	-3.70	eV